Entry 1:
Here is 2 unconnected molecules or ions with the total composition C3H3N3O from OMol25. Energies are from ωB97M-V with the def2-TZVPD basis set.

Gap between HOMO and LUMO, eV: 9.103
SMILES: N=C=CC=O.N#N
E, eV: -9674.4201
E_LUMO, eV: -0.43
F_max, hartree/bohr: 0.077

Last column: natural (NBO) charge in e.
Geometry (Å):
N  1.96  0.22  0.15  -0.65
C  0.78  -0.08  0.07  0.52
N  1.13  2.26  -0.32  0.04
N  0.12  1.93  -0.04  0.00
O  -2.19  0.40  0.68  -0.53
C  -1.71  -0.64  0.30  0.40
C  -0.30  -0.85  -0.02  -0.57
H  2.47  0.17  -0.73  0.40
H  -2.33  -1.56  0.20  0.12
H  0.05  -1.85  -0.29  0.26

Entry 2:
Here is a molecular structure, C5H12BaFO2 from OMol25. Energies are from ωB97M-V with the def2-TZVPD basis set.

Gap between HOMO and LUMO, eV: 5.875
Charge: +1
E, eV: -12873.0543
E_LUMO, eV: -3.99
F_max, hartree/bohr: 0.110

Last column: Löwdin charge in e.
Geometry (Å):
F  -1.62  1.10  2.44  -0.41
C  0.81  -0.96  0.37  -0.24
O  -0.04  0.17  0.55  -0.41
C  0.46  1.26  1.35  -0.17
C  -0.73  2.04  1.82  -0.11
H  -0.82  -1.99  0.38  -0.17
H  1.81  -0.79  0.80  0.10
H  0.58  -1.72  1.12  0.03
H  1.10  1.89  0.72  0.14
H  1.04  0.87  2.20  0.14
H  -1.29  2.51  1.00  0.14
H  -0.45  2.76  2.59  0.14
C  -0.57  -1.21  -2.67  -0.09
O  -0.14  -0.06  -1.95  -0.18
C  1.00  -0.20  -1.19  -0.17
H  -0.32  -1.05  -3.72  0.09
H  -0.08  -2.12  -2.30  0.09
H  -1.66  -1.35  -2.56  0.09
H  1.55  0.75  -1.19  0.13
H  1.71  -0.89  -1.67  0.11
Ba  -2.36  -1.01  1.91  1.74

Entry 3:
Here is a single C3H4OS molecule from OMol25. Energies are from ωB97M-V with the def2-TZVPD basis set.

Gap between HOMO and LUMO, eV: 10.087
SMILES: C=CSC=O
E, eV: -16057.4974
E_LUMO, eV: 0.78
F_max, hartree/bohr: 0.030

Last column: natural (NBO) charge in e.
Geometry (Å):
C  -1.90  0.16  -0.02  -0.39
C  -0.59  0.26  0.00  -0.35
C  2.02  -0.36  -0.01  0.23
H  -2.39  -0.82  0.03  0.20
H  -2.53  1.04  0.01  0.21
H  -0.09  1.17  -0.02  0.24
H  2.82  -1.12  0.03  0.14
O  2.21  0.84  -0.01  -0.54
S  0.46  -1.16  -0.01  0.26

Entry 4:
Here is a single C3H7N3OS molecule from OMol25. Energies are from ωB97M-V with the def2-TZVPD basis set.

Gap between HOMO and LUMO, eV: 9.270
SMILES: C=NS/C(=N/O)NC
E, eV: -20574.8705
E_LUMO, eV: 0.83
F_max, hartree/bohr: 0.021

Last column: natural (NBO) charge in e.
Geometry (Å):
C  -1.17  -0.92  1.67  -0.41
C  -0.52  0.55  -0.24  0.21
C  2.58  -1.70  0.18  -0.08
H  -1.05  -1.81  1.07  0.21
H  -0.28  -0.84  2.35  0.20
H  -2.10  -1.01  2.25  0.21
H  -1.79  1.03  1.15  0.41
H  3.26  -1.91  1.03  0.18
H  2.81  -2.20  -0.76  0.15
H  -1.40  3.33  -0.81  0.49
N  -1.33  0.22  0.80  -0.62
N  1.60  -0.93  0.37  -0.54
N  -0.53  1.66  -0.89  -0.21
O  -1.51  2.49  -0.31  -0.61
S  0.57  -0.67  -0.97  0.42

Entry 5:
Here is a molecular structure, C21H18F6N7OPRuS2 from OMol25. Energies are from ωB97M-V with the def2-TZVPD basis set.

Gap between HOMO and LUMO (spin up / spin down), eV: 6.436 / 5.402
<S²>: 0.814
2S+1: 2
Charge: +1
E, eV: -84389.7036
E_LUMO (spin up / spin down), eV: -4.62 / -5.65
F_max, hartree/bohr: 0.042

Last column: natural (NBO) charge in e.
Geometry (Å):
Ru  0.54  0.04  -0.05  0.79
N  -0.95  3.13  3.14  -0.75
C  -0.19  2.23  2.51  0.30
S  1.27  2.94  1.81  0.10
N  -0.59  0.99  2.60  -0.38
N  -0.22  -0.03  1.84  -0.14
C  -0.32  -1.23  2.36  0.09
C  -0.37  -2.46  1.65  -0.10
C  -0.25  -3.67  2.35  -0.18
C  -0.42  -4.87  1.71  -0.15
C  -0.78  -4.90  0.34  -0.16
C  -0.96  -3.75  -0.36  -0.19
C  -0.71  -2.49  0.24  0.43
O  -0.83  -1.41  -0.42  -0.57
H  -0.64  4.08  3.26  0.42
H  -1.78  2.81  3.61  0.43
H  -0.48  -1.26  3.43  0.23
H  0.01  -3.65  3.40  0.23
H  -0.29  -5.79  2.25  0.24
H  -0.90  -5.85  -0.16  0.24
H  -1.22  -3.75  -1.41  0.24
S  2.19  1.69  0.13  0.45
C  1.52  2.61  -1.23  0.00
N  2.39  3.40  -1.80  -0.11
N  2.26  4.25  -2.77  -0.27
C  1.24  4.63  -3.67  0.09
C  1.31  5.96  -4.10  -0.22
C  0.35  6.47  -4.96  -0.19
C  -0.68  5.66  -5.41  -0.19
C  -0.72  4.33  -5.02  -0.18
C  0.25  3.80  -4.19  -0.22
N  0.19  2.48  -1.45  -0.19
N  -0.47  1.58  -0.87  -0.13
C  -1.82  1.92  -0.64  0.14
C  -2.20  3.27  -0.58  -0.22
C  -3.52  3.59  -0.31  -0.20
C  -4.47  2.59  -0.14  -0.17
C  -4.09  1.26  -0.24  -0.20
C  -2.77  0.92  -0.47  -0.22
H  3.07  4.85  -2.77  0.41
H  2.10  6.60  -3.73  0.22
H  0.41  7.50  -5.29  0.23
H  -1.45  6.06  -6.06  0.23
H  -1.50  3.67  -5.39  0.23
H  0.26  2.75  -3.99  0.23
H  -1.47  4.04  -0.74  0.24
H  -3.81  4.63  -0.24  0.23
H  -5.50  2.85  0.04  0.23
H  -4.84  0.48  -0.14  0.23
H  -2.48  -0.11  -0.57  0.25
F  1.97  -1.46  0.43  -0.59
P  2.85  -2.12  -1.02  2.62
F  3.60  -2.65  -2.28  -0.55
F  4.14  -1.97  -0.15  -0.55
F  1.43  -2.09  -1.81  -0.58
F  2.50  -3.55  -0.45  -0.56
F  2.98  -0.54  -1.49  -0.59

Entry 6:
Here is 2 unconnected molecules or ions with the total composition C3H11N3O from OMol25. Energies are from ωB97M-V with the def2-TZVPD basis set.

Gap between HOMO and LUMO, eV: 7.676
E, eV: -9802.9207
E_LUMO, eV: 0.94
F_max, hartree/bohr: 0.016

Last column: natural (NBO) charge in e.
Geometry (Å):
C  0.98  -2.08  -0.85  -0.44
N  0.32  -0.81  -0.69  -0.51
O  0.93  0.12  -1.65  -0.65
H  0.62  -0.18  -2.52  0.43
H  -0.95  -0.15  -0.11  0.45
H  0.60  -2.76  -0.08  0.18
H  2.07  -2.00  -0.75  0.17
H  0.77  -2.57  -1.82  0.15
C  -1.43  1.97  -0.20  -0.43
N  0.24  -0.14  2.23  -0.75
C  0.02  0.76  1.24  0.44
N  -1.14  0.77  0.59  -0.65
H  1.21  -0.38  2.40  0.40
H  -0.39  -0.92  2.25  0.40
H  0.75  1.56  1.15  0.19
H  -2.37  1.81  -0.73  0.21
H  -1.58  2.83  0.46  0.19
H  -0.64  2.16  -0.93  0.21

- Which formula does entry 1 have?
  C3H3N3O

- E of number 4 (C3H7N3OS)?
  -20574.8705 eV

- Look up the E of the fourth one.
  -20574.8705 eV